#one
16
Properties=species:S:1:pos:R:3:lowdin_spin:R:1 method="wB97M-V/def2-TZVPD" gap_ev="5.677 / 7.010" e_homo_ev="-9.34 / -14.61" spin_multiplicity=3 total_charge=+1 s_squared=2.009
C -0.52676 -0.81432 0.94344 0.14
C -0.95318 -0.75057 -1.32869 0.39
C -0.59323 0.70285 0.88374 0.04
C 0.30089 1.01396 -0.31321 0.07
N -1.17978 -1.30194 -0.22735 0.58
N -0.04863 0.27607 -1.52969 0.37
N 1.65742 0.30251 0.10229 0.08
S 1.26419 -1.12206 0.94039 0.26
H -0.99527 -1.41487 1.66987 0.00
H -1.41758 -1.19205 -2.20604 0.02
H -1.48780 1.11325 0.64947 0.00
H -0.20132 1.16201 1.67521 0.00
H 0.66167 1.93948 -0.50754 0.00
H -0.24879 0.64396 -2.41795 0.01
H 2.32282 0.02386 -0.61076 0.00
H 1.44535 -0.58213 2.27681 0.01

#two
16
Properties=species:S:1:pos:R:3:lowdin_spin:R:1 method="wB97M-V/def2-TZVPD" gap_ev="4.878 / 5.082" e_homo_ev="-8.62 / -12.34" spin_multiplicity=3 total_charge=+1 s_squared=2.023
C 2.36541 -0.49221 -0.58294 0.25
C 1.30406 -0.28909 0.34715 0.09
C 0.24149 0.25305 -0.27920 0.34
C -2.30358 0.47007 -0.01256 0.37
N 2.07986 -0.29866 -1.86228 0.37
N 1.30600 -0.43984 1.87209 0.01
N -2.55752 0.57645 -1.27713 0.16
S 0.55313 0.36942 -1.96998 0.34
H 3.34789 -1.09058 -0.38270 0.01
H -2.62068 -0.32379 0.73015 0.03
H -1.90037 1.29229 0.45229 0.02
H 1.40989 0.52888 2.17285 0.00
H 0.32239 -0.76208 2.12136 0.00
H 2.06843 -1.06519 2.21143 0.00
H -2.67971 1.49700 -1.81976 0.01
H -2.93668 -0.22574 -1.72077 0.00

Sorted by energy, starting with the most stable: #one, #two.

#one
15
Properties=species:S:1:pos:R:3:nbo_charge:R:1 method="wB97M-V/def2-TZVPD" gap_ev=10.894 e_homo_ev=-15.24 total_charge=+1 smiles="CC(=[NH2+])/N=C(/C)Cl"
C 1.90481 -0.81316 -0.05026 -0.68
C 0.42499 -1.02990 0.18937 0.60
N -0.24370 -2.18364 0.20147 -0.71
N -0.27812 0.06623 0.44417 -0.47
C -0.63326 1.13976 -0.28231 0.38
C -1.38750 2.18983 0.25685 -0.70
Cl -0.58438 1.00675 -2.01094 0.08
H 2.34861 0.17273 0.26837 0.28
H 1.88584 -0.81880 -1.14443 0.27
H 2.42716 -1.65123 0.27222 0.25
H 0.05060 -3.12085 0.12248 0.43
H -1.18805 -2.24956 0.62704 0.44
H -2.32280 1.90390 0.00816 0.27
H -1.36273 2.24350 1.33477 0.27
H -1.04145 3.14447 -0.23696 0.27

#two
15
Properties=species:S:1:pos:R:3:nbo_charge:R:1 method="wB97M-V/def2-TZVPD" gap_ev=10.590 e_homo_ev=-14.16 total_charge=+1
C -1.61083 -0.46447 0.02546 0.28
C -0.18853 0.70245 -1.16014 -0.05
C 0.56014 -0.08820 -0.39973 0.15
C 1.97019 -0.22627 -0.40705 -0.66
N -1.52748 0.43511 -0.93355 -0.45
N -0.34328 -0.83165 0.30814 -0.46
Cl -1.02303 1.19710 2.40474 -0.24
H -2.44557 -1.05703 0.39548 0.27
H -0.22728 0.22817 2.75596 0.26
H 0.21124 1.35766 -1.83829 0.25
H 2.56974 0.65034 0.02567 0.27
H 2.36143 -0.51530 -1.37631 0.27
H 2.07346 -1.20667 0.28425 0.23
H -2.25847 1.09448 -1.25040 0.47
H -0.12173 -1.27573 1.16576 0.43

Sorted by energy, starting with the most stable: #two, #one.